Entry 1:
95
Properties=species:S:1:pos:R:3:mulliken_spin:R:1 method="wB97M-V/def2-TZVPD" e_lumo_ev="-0.063 / -0.368" orbital_gap_ev="6.74 / 6.46" relative_energy_kj_mol=0.0 charge=0 multiplicity=2
Ru -0.3908 0.0733 -0.2336 0.739
N 1.7698 0.0182 -0.1887 -0.063
C 2.7138 1.1212 -0.4309 0.023
C 4.0068 0.9379 0.4002 0.008
C 4.2298 1.9938 1.4842 -0.004
C 4.8520 3.2713 0.9151 0.000
N 4.1375 3.8084 -0.2371 0.000
C 2.9538 4.4124 -0.1288 0.000
N 2.5284 4.9143 1.0366 0.000
N 2.2216 4.5617 -1.2335 0.000
C 3.1015 1.1415 -1.9238 -0.005
O 3.5968 2.2328 -2.3322 0.000
O 3.0573 0.0545 -2.5100 -0.001
H 1.8488 -0.2577 0.7875 -0.002
H 2.1174 -0.7465 -0.7698 0.009
H 2.2002 2.0384 -0.1542 0.005
H 4.8715 0.9335 -0.2705 0.000
H 3.9833 -0.0546 0.8583 -0.001
H 4.9102 1.6070 2.2463 0.000
H 3.2821 2.2120 1.9895 0.003
H 5.8644 3.0555 0.5737 0.000
H 4.9532 4.0465 1.6786 0.000
H 4.1961 3.2561 -1.1115 0.000
H 3.0179 4.6768 1.8803 0.000
H 1.5499 5.1506 1.1422 0.000
H 2.4444 3.8817 -1.9663 0.000
H 1.2369 4.7472 -1.1135 0.000
C -3.4466 1.2349 -2.5065 -0.018
C -4.2785 1.0426 -1.2457 0.010
C -5.1029 -0.2401 -1.3480 0.002
C -3.4182 1.1175 0.0271 -0.004
C -4.2353 1.0001 1.2987 0.002
O -4.1609 -0.4125 1.5973 0.002
C -3.0709 -0.8726 0.9627 0.007
N -2.5024 -0.0518 0.1551 0.035
C -2.7767 -2.2919 1.2885 -0.012
C -3.7494 -2.9639 2.0380 -0.003
C -3.6139 -4.3038 2.3477 0.000
C -2.4960 -5.0044 1.9207 0.001
C -1.5244 -4.3482 1.1880 0.000
C -1.6490 -2.9996 0.8593 0.013
P -0.3040 -2.2190 -0.0825 -0.015
C -0.3412 -3.0504 -1.7009 0.016
C 0.6492 -2.7247 -2.6307 -0.010
C 0.6259 -3.2784 -3.8979 -0.001
C -0.3975 -4.1460 -4.2624 0.000
C -1.3960 -4.4534 -3.3543 0.000
C -1.3687 -3.9065 -2.0762 -0.002
C 1.1593 -2.9383 0.7524 0.005
C 1.4355 -2.5125 2.0535 0.004
C 2.5317 -3.0114 2.7381 -0.001
C 3.3683 -3.9402 2.1316 -0.001
C 3.0974 -4.3724 0.8431 0.000
C 1.9957 -3.8775 0.1557 -0.003
H -4.0951 1.2570 -3.3846 -0.001
H -2.7413 0.4110 -2.6168 0.008
H -2.8726 2.1616 -2.4709 -0.001
H -4.9726 1.8876 -1.1509 0.000
H -4.4494 -1.1095 -1.4553 -0.001
H -5.7357 -0.1997 -2.2355 0.000
H -5.7519 -0.4002 -0.4851 0.000
H -2.8234 2.0254 0.0022 -0.001
H -5.2839 1.2638 1.1794 0.000
H -3.7961 1.5387 2.1397 0.002
H -4.6196 -2.4236 2.3757 0.000
H -4.3819 -4.7989 2.9271 0.000
H -2.3773 -6.0523 2.1628 0.000
H -0.6417 -4.8871 0.8661 0.000
H 1.4276 -2.0062 -2.3981 0.010
H 1.3971 -3.0086 -4.6075 0.000
H -0.4206 -4.5697 -5.2584 0.000
H -2.2042 -5.1161 -3.6360 0.000
H -2.1627 -4.1482 -1.3818 0.001
H 0.7923 -1.7856 2.5362 -0.003
H 2.7323 -2.6727 3.7466 0.000
H 4.2275 -4.3268 2.6645 0.000
H 3.7436 -5.0976 0.3657 0.000
H 1.7950 -4.2216 -0.8502 0.000
S -0.2002 0.5991 2.0996 0.028
C -0.2960 2.3611 2.1827 -0.009
C -0.2218 2.9824 3.4310 0.009
C -0.3896 4.3524 3.5723 -0.005
C -0.6609 5.1276 2.4499 0.007
C -0.7142 4.5244 1.2004 -0.001
C -0.4967 3.1488 1.0368 0.013
S -0.4628 2.4680 -0.5775 -0.015
H -0.0485 2.3646 4.3046 0.000
H -0.3396 4.8054 4.5541 0.000
H -0.8404 6.1913 2.5453 0.001
H -0.9469 5.1192 0.3221 -0.001
C -0.2767 0.5708 -3.1897 -0.016
O -0.6414 -0.2807 -2.1310 0.214
H -0.9200 0.3555 -4.0501 0.001
H 0.7625 0.3915 -3.4770 0.015
H -0.3771 1.6347 -2.9491 0.004



Entry 2:
93
Properties=species:S:1:pos:R:3:lowdin_charge:R:1 method="wB97M-V/def2-TZVPD" e_lumo_ev=0.084 smiles="O=C1N[C@@H](c2ccncc2)C[C@@H]1S.c1cc[nH]c1.c1cc[nH]c1.c1cc[nH]c1.c1cc[nH]c1.c1cc[nH]c1.c1cc[nH]c1.c1cc[nH]c1" orbital_gap_ev=8.11 relative_energy_kj_mol=0.0 charge=0
O 4.3742 2.7363 1.9371 0.122
C 3.7100 1.8791 1.4588 -0.500
N 2.2959 1.8312 1.5245 0.133
C 1.9707 0.4628 1.1282 -0.307
C 0.5350 0.2332 0.7797 -0.153
C -0.2241 1.1754 0.0903 -0.003
C -1.5502 0.8954 -0.1850 -0.133
N -2.1527 -0.2466 0.1373 0.048
C -1.4184 -1.1560 0.7743 -0.124
C -0.0942 -0.9550 1.1236 0.002
C 2.9415 0.1569 0.0089 -0.145
C 4.2544 0.6919 0.6439 -0.524
S 5.0887 -0.5531 1.6620 0.815
H 1.9239 2.4784 0.8338 0.096
H 2.2066 -0.2034 1.9505 0.137
H 0.1892 2.1242 -0.1978 0.092
H -2.1517 1.6311 -0.6911 0.095
H -1.8949 -2.0805 1.0429 0.111
H 0.4358 -1.7178 1.6665 0.114
H 2.7845 0.7840 -0.8638 0.109
H 2.9782 -0.8726 -0.3171 0.102
H 4.9413 1.0905 -0.0825 0.107
H 4.1822 -1.5153 1.5066 -0.163
C 2.1859 4.0024 -1.4334 -0.118
C 2.7972 4.7976 -0.4214 -0.095
C 2.6009 6.1060 -0.7649 -0.119
N 1.8727 6.1300 -1.9253 0.015
C 1.6272 4.8545 -2.3481 -0.153
H 2.1809 2.9251 -1.5036 0.073
H 3.3592 4.4439 0.4277 0.079
H 2.9136 7.0165 -0.2855 0.111
H 1.5851 6.9610 -2.4076 0.147
H 1.0924 4.6600 -3.2616 0.104
C 2.9257 -5.0908 -1.2121 -0.101
C 4.0137 -4.9474 -2.1159 -0.105
C 4.9526 -4.1591 -1.5063 -0.140
N 4.4764 -3.8223 -0.2695 0.008
C 3.2418 -4.3867 -0.0808 -0.168
H 2.0159 -5.6434 -1.3749 0.095
H 4.0940 -5.3711 -3.1021 0.095
H 5.9129 -3.8113 -1.8449 0.111
H 4.9503 -3.2396 0.3944 0.097
H 2.6934 -4.2319 0.8333 0.099
C 3.3789 -1.1287 -4.9075 -0.104
C 2.9156 -1.4221 -3.5954 -0.109
C 1.6309 -0.9600 -3.5038 -0.147
N 1.2990 -0.4016 -4.7086 0.002
C 2.3586 -0.5005 -5.5690 -0.139
H 4.3479 -1.3565 -5.3176 0.090
H 3.4631 -1.9218 -2.8126 0.075
H 0.9251 -0.9862 -2.6899 0.101
H 0.4146 0.0148 -4.9291 0.138
H 2.2954 -0.1203 -6.5736 0.106
C -3.0574 5.0810 -3.4877 -0.106
C -3.8048 4.0171 -4.0660 -0.107
C -3.1091 2.8588 -3.8427 -0.140
N -1.9746 3.1829 -3.1457 0.001
C -1.9343 4.5327 -2.9305 -0.150
H -3.3147 6.1262 -3.4868 0.090
H -4.7424 4.0947 -4.5893 0.091
H -3.3232 1.8402 -4.1176 0.105
H -1.2730 2.5329 -2.8450 0.124
H -1.1152 4.9807 -2.3966 0.086
C -5.7270 -1.5496 3.6765 -0.114
C -6.2722 -2.2147 2.5461 -0.115
C -5.5775 -1.7826 1.4482 -0.143
N -4.6417 -0.8791 1.8669 0.005
C -4.7260 -0.7288 3.2260 -0.155
H -6.0305 -1.6654 4.7032 0.088
H -7.0751 -2.9321 2.5417 0.087
H -5.6691 -2.0411 0.4075 0.104
H -3.9876 -0.4133 1.2540 0.089
H -4.0645 -0.0650 3.7565 0.105
C -5.9020 2.9881 3.9983 -0.109
C -6.2473 4.3521 4.2025 -0.113
C -5.7850 5.0553 3.1227 -0.147
N -5.1758 4.1712 2.2767 0.000
C -5.2412 2.9097 2.8022 -0.143
H -6.1162 2.1590 4.6512 0.088
H -6.7752 4.7670 5.0441 0.088
H -5.8381 6.1032 2.8840 0.103
H -4.7458 4.4190 1.4057 0.140
H -4.8217 2.0646 2.2850 0.087
C 1.3172 -7.0734 4.0482 -0.113
C 0.9771 -7.9641 2.9936 -0.112
C 1.8018 -7.6803 1.9377 -0.141
N 2.6232 -6.6547 2.3121 -0.001
C 2.3380 -6.2800 3.5967 -0.147
H 0.8655 -7.0233 5.0242 0.089
H 0.2152 -8.7245 3.0096 0.089
H 1.8735 -8.1176 0.9571 0.105
H 3.3274 -6.2410 1.7290 0.114
H 2.8825 -5.4864 4.0789 0.102